Density functional theory data (the ωB97M-V functional and the def2-TZVPD basis) for 2 unconnected molecules or ions with the total composition C11H28BF2N3O7S2Si in a non-equilibrium geometry.

Summary:
Calculated total energy = -2437.35122 Ha
M = 455.4 g/mol
Orbital gap = 7.28 eV
LUMO level = -1.395 eV
2S+1 = 1

Structure (XYZ):
```
55
Properties=species:S:1:pos:R:3:forces:R:3:lowdin_charge:R:1
C 1.4163 2.1346 -1.4657 0.1 1.0 0.7 -0.066
N 0.3293 1.1281 -1.3945 -0.7 -0.1 -0.7 -0.105
C 0.9619 -0.1842 -1.7426 0.2 -0.6 -0.1 -0.049
B -0.7326 1.4241 -2.3525 2.5 -0.9 -1.4 -0.527
O -0.5112 1.3326 -3.7556 -0.9 0.6 2.0 0.164
N -2.1369 1.8590 -1.9025 0.5 -0.1 0.4 0.060
C -1.9584 3.1651 -1.1903 -0.7 2.1 0.2 -0.060
C -3.0023 3.4425 -0.0727 1.2 0.4 0.4 -0.152
O -2.9535 2.3673 0.8552 -0.7 0.1 -1.3 -0.082
C -3.5217 1.2394 0.1951 -0.5 -1.1 0.9 -0.304
C -3.6296 0.0836 1.2391 0.6 -0.2 -0.6 -0.082
C -2.3225 -0.1795 2.0445 -0.3 -0.1 0.3 -0.266
O -1.6771 -1.3733 1.5887 0.8 0.5 0.8 -0.248
Si -0.3417 -1.7811 2.6241 0.2 -1.0 -0.3 0.499
C 0.8451 -0.3231 2.9167 0.0 0.0 -0.1 -0.168
C -1.0718 -2.3784 4.2994 0.3 0.7 -0.6 -0.162
C 0.6128 -3.1756 1.7497 -0.4 0.3 -0.4 -0.160
C -2.7330 0.7546 -1.0618 -1.1 -1.1 0.4 -0.010
H 1.0122 3.1312 -1.7563 0.3 -0.4 0.1 0.083
H 1.8803 2.2719 -0.4646 -0.3 -0.2 -0.6 0.104
H 2.2372 1.8705 -2.1596 -0.6 0.0 0.1 0.106
H 1.7105 -0.4861 -0.9692 -0.6 0.3 -0.6 0.084
H 1.4585 -0.0791 -2.7320 -0.1 -0.3 0.6 0.101
H 0.2233 -1.0081 -1.8266 0.2 0.5 0.2 0.102
H -0.3437 2.2258 -4.0775 0.1 0.0 -0.6 0.118
H -2.7039 2.0128 -2.7364 -0.1 -0.1 0.2 0.187
H -0.9539 3.3013 -0.7540 -0.4 -0.8 -0.2 0.130
H -2.0655 3.9690 -1.9538 0.1 -0.6 0.3 0.153
H -2.6363 4.3390 0.4696 -0.2 -0.5 -0.4 0.145
H -4.0205 3.6858 -0.4346 0.3 -0.5 0.0 0.137
H -4.5745 1.4700 -0.0960 0.7 0.2 -0.1 0.154
H -4.4819 0.2597 1.9163 0.4 0.2 -0.3 0.123
H -3.8551 -0.8642 0.6989 0.1 0.5 0.3 0.134
H -1.5860 0.6466 2.0075 -0.6 -0.1 -0.1 0.110
H -2.6309 -0.2912 3.1101 0.3 0.1 -0.5 0.109
H 1.8802 -0.7172 3.0210 -0.7 0.1 -0.1 0.046
H 0.6262 0.2544 3.8405 0.0 -0.2 -0.7 0.036
H 0.8634 0.3340 2.0218 0.0 -0.2 0.5 0.024
H -1.9804 -1.8013 4.5591 0.4 -0.4 -0.1 0.017
H -0.3082 -2.1253 5.0627 -0.4 -0.5 -0.2 0.034
H -1.3072 -3.4559 4.2557 0.2 0.5 0.2 0.033
H 1.4028 -3.6243 2.3813 -0.4 0.3 -0.2 0.046
H -0.1191 -3.9666 1.4802 0.5 0.3 0.1 0.034
H 1.1184 -2.8174 0.8165 -0.5 -0.3 0.8 0.011
H -3.4746 0.2368 -1.7074 0.5 0.3 0.3 0.157
H -1.9885 -0.0314 -0.8050 0.0 0.9 0.0 0.139
N 4.8195 -1.2107 -1.6159 -0.5 -0.5 0.2 -0.314
S 6.1278 -1.5025 -2.4534 2.8 0.3 -1.8 0.493
O 5.9699 -2.3330 -3.6183 -0.5 0.3 0.9 -0.295
O 7.3512 -1.6480 -1.7127 -1.1 -0.1 0.1 -0.287
F 6.3135 -0.0569 -3.1104 -0.6 0.1 0.4 -0.208
S 4.2855 -2.4823 -0.8646 -1.1 -1.9 1.3 0.488
O 2.9311 -2.3263 -0.3701 0.8 1.0 -0.5 -0.342
O 5.1783 -3.1694 0.0268 0.0 0.8 -0.6 -0.280
F 4.0673 -3.5472 -2.0240 0.0 0.2 -0.2 -0.191
```
Forces are in eV/Å.

***

Density functional theory data (the ωB97M-V functional and the def2-TZVPD basis) for 2 unconnected molecules or ions with the total composition C11H28BrClNOPSi2 in a non-equilibrium geometry.

Summary:
Calculated total energy = -4520.34470 Ha
M = 392.9 g/mol
Orbital gap = 3.57 eV
LUMO level = -1.792 eV
2S+1 = 1

Structure (XYZ):
```
46
Properties=species:S:1:pos:R:3:forces:R:3:lowdin_charge:R:1
C 5.5752 1.7661 3.4213 -0.2 -0.4 -1.0 -0.156
C 4.6825 1.3966 2.0981 1.5 -0.5 0.3 -0.315
C 3.3040 0.6414 2.4446 0.8 0.2 -1.5 -0.830
Br 3.5515 -0.6615 3.9219 -0.3 0.7 -0.7 0.713
P 1.8322 1.7775 2.7765 -0.8 -1.8 -0.1 1.021
C 0.4554 0.6706 3.5249 -0.2 0.5 -0.5 -0.285
C -0.9492 1.4272 3.6692 -4.4 -3.9 0.6 -0.723
O -1.9694 0.6949 3.7739 5.0 3.7 -0.5 0.015
Cl -1.1880 3.2380 3.7254 1.0 -1.6 -0.2 0.609
H 6.4165 2.5154 3.1457 -1.7 -1.2 0.5 0.093
H 4.8681 2.1803 4.2196 1.4 -0.5 -0.9 0.064
H 6.0910 0.7795 3.7440 -1.0 1.9 -0.2 0.068
H 4.5688 2.2953 1.3920 -0.3 -1.3 1.1 0.117
H 5.3346 0.6292 1.5191 -1.3 1.2 0.8 0.126
H 3.0267 0.0196 1.5038 0.1 1.0 1.7 0.107
H 2.1203 2.9286 3.5736 -0.1 -0.6 -0.4 0.039
H 1.3147 2.1883 1.4865 0.5 -0.1 1.0 0.072
H 0.7856 0.1675 4.5042 -0.5 1.1 -1.4 0.095
H 0.2893 -0.1910 2.7600 0.2 1.5 1.1 0.108
C -0.2050 0.0871 -4.7882 -0.2 0.1 -0.1 -0.216
Si -1.5230 -0.3515 -3.5053 1.6 -1.0 1.8 0.202
C -2.6830 -1.5836 -4.3234 -0.3 0.2 -0.4 -0.206
C -2.4751 1.2313 -3.1495 -0.3 0.2 -0.4 -0.211
N -0.7419 -0.9936 -2.1030 -1.5 0.1 0.4 -0.261
Si -1.6506 -1.5040 -0.7278 1.7 0.8 -2.6 0.193
C -2.8306 -2.9147 -1.1107 -0.3 -0.2 0.6 -0.202
C -2.6194 -0.1035 0.0666 -0.3 -0.2 0.7 -0.207
C -0.4472 -2.1443 0.5896 -0.4 -0.1 0.5 -0.211
H -0.6754 0.4984 -5.6853 0.1 0.0 -0.1 0.009
H 0.4880 0.8344 -4.3926 0.0 -0.1 0.0 0.008
H 0.3632 -0.8007 -5.0773 0.0 0.0 0.1 0.014
H -2.9824 -1.2203 -5.3123 -0.1 -0.1 -0.1 0.014
H -3.5958 -1.7299 -3.7421 0.0 0.0 0.0 0.003
H -2.1924 -2.5515 -4.4544 0.0 0.1 0.1 0.024
H -1.8587 1.9400 -2.5897 0.0 -0.1 0.0 0.016
H -3.3878 1.0367 -2.5828 0.0 0.0 0.0 0.001
H -2.7726 1.7115 -4.0882 -0.1 0.1 0.0 0.013
H -3.6857 -2.5790 -1.6999 0.1 0.0 0.0 0.006
H -3.2244 -3.3415 -0.1816 -0.1 -0.1 0.0 0.013
H -2.3197 -3.7118 -1.6570 0.0 0.1 0.0 0.026
H -1.9803 0.7709 0.2217 0.0 0.0 -0.1 0.008
H -3.0030 -0.4188 1.0438 -0.1 0.1 0.1 0.009
H -3.4781 0.1933 -0.5377 0.1 0.0 0.0 0.008
H 0.2511 -1.3552 0.8910 0.1 0.1 -0.1 -0.028
H 0.1234 -2.9956 0.2128 0.1 0.1 0.0 0.019
H -1.0031 -2.4679 1.4789 0.1 0.0 0.1 0.015
```
Forces are in eV/Å.

***

Density functional theory data (the ωB97M-V functional and the def2-TZVPD basis) for 2 unconnected molecules or ions with the total composition C11H28BrN2O2.

Summary:
Calculated total energy = -3269.64716 Ha
M = 300.3 g/mol
Orbital gap = 9.69 eV
LUMO level = -2.368 eV
2S+1 = 1
Net charge = +1

Structure (XYZ):
```
44
Properties=species:S:1:pos:R:3:forces:R:3:lowdin_charge:R:1
C 2.3271 1.2367 -4.0793 0.2 -0.1 0.0 -0.067
O 1.4144 0.3272 -3.4698 -0.4 0.4 0.1 -0.252
C 0.6194 -0.3943 -4.3404 0.1 -0.1 0.0 -0.758
Br 1.0691 -2.3109 -4.1610 0.0 0.0 0.0 0.671
C -0.8633 -0.2080 -4.0416 0.1 0.1 0.0 -0.304
N -1.2839 1.0750 -4.6032 -0.2 -0.1 0.1 0.019
H 3.2771 0.7376 -4.2931 -0.1 0.0 0.0 0.096
H 1.9069 1.6576 -4.9948 0.0 0.0 0.1 0.093
H 2.4990 2.0475 -3.3718 0.0 -0.1 0.0 0.088
H 0.8357 -0.1262 -5.3758 0.0 -0.2 0.0 0.101
H -0.9698 -0.1830 -2.9534 0.0 -0.1 -0.1 0.093
H -1.4256 -1.0673 -4.4134 0.0 0.1 0.0 0.096
H -1.7277 0.9441 -5.5039 0.1 0.0 0.0 0.078
H -1.9717 1.5287 -4.0171 0.0 0.0 0.0 0.066
C 1.8177 -1.3848 1.2892 0.0 0.0 -0.1 -0.041
C 1.2297 -0.0896 1.8088 0.0 0.0 0.0 -0.154
N -0.0337 0.3747 1.1067 0.0 0.0 0.0 -0.265
C 0.2935 0.5867 -0.3420 0.0 -0.1 -0.1 -0.004
C -0.4318 1.7406 1.6343 0.0 0.0 0.0 -0.152
C -0.8364 1.8617 3.0935 0.0 0.0 0.0 -0.043
C -1.1647 -0.6344 1.1274 0.0 0.0 0.0 -0.067
C -1.6588 -1.1976 2.4472 0.0 0.0 0.0 -0.200
O -0.6415 -1.9186 3.0921 0.1 0.0 0.0 -0.201
C -0.7984 -2.0361 4.5024 -0.1 -0.1 0.0 -0.063
H 2.1635 -1.3101 0.2595 0.0 0.0 0.0 0.083
H 2.6886 -1.6131 1.9031 0.0 0.0 0.0 0.100
H 1.1282 -2.2192 1.3873 0.0 0.0 0.0 0.080
H 1.9366 0.7306 1.6748 0.0 0.0 0.0 0.138
H 0.9966 -0.1721 2.8635 0.0 -0.1 0.0 0.110
H 1.1320 1.2739 -0.4190 0.0 0.0 0.0 0.120
H -0.5755 1.0061 -0.8425 0.0 0.0 0.0 0.106
H 0.5523 -0.3625 -0.7986 0.0 0.0 0.0 0.094
H -1.2386 2.0836 0.9870 0.0 0.0 0.0 0.134
H 0.4375 2.3671 1.4384 0.0 0.0 0.0 0.131
H -1.8760 1.5959 3.2604 0.0 0.0 0.0 0.077
H -0.7304 2.9091 3.3738 0.0 0.0 0.0 0.097
H -0.2075 1.2841 3.7679 0.0 0.0 0.0 0.079
H -0.8332 -1.4590 0.4985 0.0 0.0 0.0 0.138
H -1.9993 -0.1441 0.6239 0.0 0.0 0.0 0.146
H -2.4816 -1.8691 2.1679 0.0 0.0 0.0 0.145
H -2.0821 -0.4338 3.0981 0.0 0.1 0.0 0.106
H -1.8486 -1.9788 4.7941 0.0 0.0 0.0 0.096
H -0.2391 -1.2510 5.0199 0.0 0.0 0.0 0.089
H -0.4061 -3.0050 4.8011 0.0 0.0 0.0 0.097
```
Forces are in eV/Å.

***

Density functional theory data (the ωB97M-V functional and the def2-TZVPD basis) for a molecular structure, C11H28N2P2V in a non-equilibrium geometry.

Summary:
⟨S²⟩ = 3.791
Calculated total energy = -2171.95293 Ha
M = 301.3 g/mol
ΔE to the lowest compared entry with this formula, charge and spin = 1.056 eV
Orbital gap (alpha / beta) = 5.34 / 6.56 eV
LUMO level (alpha / beta) = 0.684 / 0.678 eV
2S+1 = 4

Structure (XYZ):
```
44
Properties=species:S:1:pos:R:3:forces:R:3:lowdin_charge:R:1
V 0.0001 0.2296 -0.6103 -2.4 0.5 2.0 -0.030
H -4.3558 -2.0274 0.3583 0.0 0.0 0.2 0.007
H -4.2073 -1.8888 1.0764 0.0 0.0 -0.2 0.008
P -0.4418 -1.0733 -2.3549 0.1 -0.6 -0.8 0.636
P -0.8087 2.2829 0.1654 2.5 -1.1 0.9 0.602
C 0.6120 2.7467 1.2407 -0.2 1.6 0.6 -0.294
H 0.4525 3.7648 1.6249 0.4 0.0 0.3 0.022
H 0.7054 2.0573 2.0939 -0.2 0.1 -0.3 0.029
H 1.5497 2.7214 0.6686 -0.4 0.0 0.0 0.033
C -1.1132 3.7333 -0.8749 -0.1 0.1 -0.1 -0.255
H -2.0257 3.5490 -1.4565 0.2 0.1 0.1 0.043
H -1.2369 4.6337 -0.2575 0.0 -0.1 -0.2 0.044
H -0.2732 3.8669 -1.5689 -0.2 -0.1 0.2 0.049
C -2.2105 2.2306 1.3222 -0.2 0.2 -0.1 -0.261
H -2.0128 1.5082 2.1254 0.0 0.2 -0.2 0.033
H -2.3928 3.2277 1.7435 -0.1 -0.3 0.1 0.044
H -3.0928 1.8923 0.7632 0.1 0.1 0.2 0.039
C -0.5060 -0.2747 -3.9970 0.1 -0.1 -0.3 -0.277
H -0.5345 -1.0259 -4.7974 0.0 0.2 0.0 0.037
H -1.4076 0.3496 -4.0551 0.2 -0.1 0.1 0.040
H 0.3737 0.3677 -4.1217 -0.2 -0.1 0.1 0.036
C 0.9301 -2.2869 -2.4983 0.0 -0.3 -0.5 -0.287
H 0.9322 -2.9532 -1.6267 -0.1 0.2 -0.1 0.038
H 0.8029 -2.8875 -3.4063 0.2 -0.1 0.0 0.033
H 1.8933 -1.7662 -2.5299 -0.2 0.0 0.0 0.032
C -1.8832 -2.1845 -2.4542 -0.2 -0.3 -0.2 -0.287
H -2.8039 -1.6001 -2.5453 0.1 0.0 0.0 0.036
H -1.7953 -2.8519 -3.3193 -0.1 0.0 0.1 0.038
H -1.9518 -2.7897 -1.5450 0.0 0.1 -0.1 0.032
H -1.3935 0.9833 -0.8873 -2.0 -0.5 -1.5 -0.112
H 1.2635 0.7646 -1.3104 1.9 1.2 -1.5 -0.080
N 3.3487 -1.6019 4.0894 0.6 -0.3 0.6 0.106
C 2.5187 -1.3434 3.0500 -0.7 -0.1 -0.2 -0.329
C 1.1213 -1.3004 3.2884 -0.2 0.3 -0.7 -0.020
C 0.2670 -0.9668 2.2369 1.4 -0.3 -0.5 -0.118
N 0.7784 -0.7524 0.9872 0.0 0.3 1.0 -0.108
C 2.1214 -0.7782 0.7566 -0.1 -0.6 0.8 -0.156
C 3.0227 -1.1239 1.7479 -0.5 0.3 0.0 -0.007
H 2.9850 -1.7443 5.0182 0.1 0.0 -0.3 0.101
H 4.3470 -1.6345 3.9679 -0.2 0.0 0.0 0.101
H 0.7248 -1.5189 4.2809 0.1 0.2 -0.2 0.107
H -0.8209 -0.8408 2.3321 0.6 -0.2 0.1 0.112
H 2.4247 -0.4846 -0.2593 -0.1 -0.3 0.5 0.068
H 4.0928 -1.2095 1.5379 -0.4 0.2 0.1 0.113
```
Forces are in eV/Å.

***

Q: Look up the 2S+1 of the fourth one.
A: 4